(w)
Formula: C16H17NO
Source: the OMol25 dataset
Level of theory: ωB97M-V/def2-TZVPD

ORCA input file:
```
! wB97M-V def2-TZVPD RIJCOSX def2/J DEFGRID3
* xyz 0 1
C 3.72578 1.86314 1.05572
C 2.33067 1.84131 0.47776
C 1.19184 1.40803 1.09046
N 0.08995 1.81535 0.37872
C 0.49037 2.52921 -0.71478
C -0.21549 3.03413 -1.80469
C 0.45133 3.87981 -2.66668
C 1.84890 4.05086 -2.54821
C 2.58823 3.31954 -1.65262
C 1.90316 2.56183 -0.69824
H 3.67693 2.31325 2.04388
H 4.33309 2.53312 0.44211
H 4.18388 0.88341 1.06341
H 1.18937 0.77088 1.95221
H -0.85570 1.53685 0.57587
H -1.29853 2.98082 -1.77969
H 0.00171 4.15118 -3.61268
H 2.26453 4.77877 -3.22944
H 3.66914 3.26860 -1.74954
C -2.29370 -3.89335 -1.63173
C -2.14218 -3.38088 -0.23012
C -1.67324 -4.25503 0.74827
C -1.50234 -3.89279 2.07988
C -1.61820 -2.55533 2.42845
O -1.34275 -2.17632 3.73754
C -2.07823 -1.66268 1.47392
C -2.30701 -2.05257 0.16101
H -1.77852 -4.82813 -1.77496
H -1.83699 -3.19987 -2.34469
H -3.33013 -4.02529 -1.94803
H -1.39253 -5.26612 0.47755
H -1.19567 -4.62007 2.81857
H -2.15315 -1.79072 4.11180
H -2.09737 -0.60427 1.71105
H -2.82716 -1.31669 -0.44210
*
```

Properties
SMILES string = Cc1c[nH]c2ccccc12.Cc1ccc(O)cc1
Kohn-Sham gap = 8.4 eV


(x)
Formula: C16H17NO
Source: the OMol25 dataset
Level of theory: ωB97M-V/def2-TZVPD

ORCA input file:
```
! wB97M-V def2-TZVPD RIJCOSX def2/J DEFGRID3
* xyz 0 1
C 1.73653 -0.33270 -2.48388
C 1.27859 -1.15523 -1.32899
C 0.14428 -1.90209 -1.26590
N 0.03272 -2.51006 -0.02882
C 1.20315 -2.28826 0.65464
C 1.63429 -2.76828 1.88609
C 2.85525 -2.40215 2.41322
C 3.60394 -1.45266 1.68743
C 3.23765 -1.01836 0.43138
C 1.99426 -1.39410 -0.09930
H 1.22162 -0.63729 -3.39614
H 2.78879 -0.40136 -2.74104
H 1.39428 0.69796 -2.36811
H -0.64873 -1.91101 -1.99627
H -0.64712 -3.22643 0.14347
H 0.91911 -3.28802 2.51763
H 3.28867 -2.78801 3.32221
H 4.52910 -1.03333 2.06956
H 3.83670 -0.27269 -0.07527
C -2.77376 2.16306 2.40883
C -2.40295 1.96868 0.96128
C -1.13101 2.28073 0.50996
C -0.77896 2.08850 -0.82504
C -1.72527 1.58766 -1.69935
O -1.44103 1.29035 -3.01381
C -3.04180 1.42246 -1.30025
C -3.36638 1.55638 0.04027
H -2.48895 3.10869 2.85833
H -2.39321 1.33937 3.02402
H -3.84270 2.03659 2.52961
H -0.40029 2.73853 1.16685
H 0.25988 2.19832 -1.11584
H -0.68982 1.80318 -3.32868
H -3.80648 1.05427 -1.95639
H -4.38037 1.44729 0.39827
*
```

Properties
SMILES string = Cc1c[nH]c2ccccc12.Cc1ccc(O)cc1
Kohn-Sham gap = 8.6 eV


It is (x) that is the most stable of them.